Entry 1:
ORCA calculation (ωB97M-V/def2-TZVPD) on the molecule C28H41N5O6.

Properties
* LUMO: 0.648 eV
* highest occupied orbital energy: -8.9 eV

Each line ends with the Löwdin charge.
Element x y z (Å)
1 C -5.467 -3.411 2.374  -0.0726
2 C -6.005 -3.011 1.003  -0.4191
3 C -6.806 -1.714 1.102  -0.0776
4 C -4.888 -2.930 -0.048  -0.1139
5 C -3.802 -1.891 0.224  -0.1902
6 N -4.233 -0.554 -0.081  0.1144
7 C -3.607 0.530 0.399  -0.4042
8 O -2.718 0.475 1.247  0.0524
9 C -4.124 1.784 -0.170  -0.1288
10 N -5.232 1.761 -0.971  0.1148
11 C -5.446 2.994 -1.335  -0.1587
12 N -4.525 3.831 -0.820  0.1355
13 C -3.664 3.088 -0.066  -0.0769
14 C -2.496 3.775 0.530  -0.4390
15 O -2.297 4.956 0.272  0.0439
16 N -1.736 3.017 1.328  0.1054
17 C -0.451 3.469 1.819  -0.1156
18 C 0.642 2.911 0.943  -0.2073
19 C 0.909 3.505 -0.284  -0.0263
20 C 1.858 2.966 -1.133  -0.0373
21 C 2.549 1.816 -0.776  -0.2209
22 C 3.594 1.218 -1.684  -0.1305
23 N 4.896 1.179 -1.055  0.0938
24 C 5.392 0.042 -0.506  -0.5742
25 O 4.900 -1.051 -0.657  0.0796
26 O 6.509 0.335 0.183  0.0313
27 C 7.271 -0.714 0.827  -0.5754
28 C 8.440 0.025 1.480  -0.0248
29 C 7.783 -1.713 -0.211  -0.0199
30 C 6.419 -1.412 1.887  -0.0205
31 C 2.280 1.221 0.450  -0.0345
32 C 1.333 1.761 1.300  -0.0279
33 C -2.509 -2.259 -0.535  -0.4324
34 O -2.071 -3.381 -0.545  0.1146
35 O -1.986 -1.194 -1.107  0.0377
36 C -0.664 -1.214 -1.714  -0.5434
37 C -0.651 -2.157 -2.914  -0.0127
38 C 0.371 -1.623 -0.669  -0.0032
39 C -0.447 0.235 -2.150  -0.0045
40 H -6.290 -3.640 3.047  0.0776
41 H -4.831 -4.289 2.297  0.0817
42 H -4.890 -2.603 2.819  0.0749
43 H -6.684 -3.803 0.664  0.1329
44 H -7.647 -1.849 1.779  0.0771
45 H -6.190 -0.905 1.483  0.0718
46 H -7.197 -1.423 0.129  0.0771
47 H -4.393 -3.901 -0.107  0.1188
48 H -5.330 -2.721 -1.026  0.1277
49 H -3.507 -1.911 1.281  0.1576
50 H -4.910 -0.400 -0.815  0.1335
51 H -6.253 3.310 -1.966  0.1221
52 H -4.416 4.828 -0.939  0.1637
53 H -1.970 2.022 1.427  0.0964
54 H -0.333 3.134 2.852  0.1254
55 H -0.453 4.562 1.781  0.1252
56 H 0.367 4.394 -0.570  0.1143
57 H 2.058 3.438 -2.084  0.1110
58 H 3.345 0.178 -1.915  0.1205
59 H 3.664 1.787 -2.616  0.1229
60 H 5.319 2.050 -0.774  0.1540
61 H 9.022 0.544 0.724  0.0859
62 H 8.066 0.758 2.191  0.0860
63 H 9.081 -0.680 2.001  0.0878
64 H 8.424 -2.446 0.271  0.0891
65 H 8.353 -1.194 -0.979  0.0911
66 H 6.948 -2.226 -0.679  0.0786
67 H 5.588 -1.930 1.417  0.0784
68 H 7.025 -2.134 2.427  0.0885
69 H 6.028 -0.681 2.591  0.0906
70 H 2.814 0.325 0.730  0.1165
71 H 1.125 1.285 2.248  0.1157
72 H -1.417 -1.866 -3.631  0.0906
73 H 0.320 -2.114 -3.398  0.0905
74 H -0.839 -3.178 -2.593  0.0803
75 H 1.372 -1.522 -1.079  0.0874
76 H 0.218 -2.655 -0.368  0.0843
77 H 0.281 -0.981 0.204  0.0862
78 H -1.220 0.533 -2.855  0.0910
79 H -0.494 0.893 -1.286  0.0787
80 H 0.525 0.342 -2.620  0.0852

=====

Entry 2:
ORCA calculation (ωB97M-V/def2-TZVPD) on a structure of composition C28H42AsCaF9O20.

Properties
* LUMO: -0.415 eV
* highest occupied orbital energy: -9.3 eV

Each line ends with the Löwdin charge.
Element x y z (Å)
1 Ca 3.242 0.447 -0.595  1.5966
2 As 4.130 3.582 -2.080  1.0028
3 F 3.366 4.719 -0.942  -0.2506
4 F 5.581 4.555 -2.412  -0.2544
5 F 4.809 2.337 -3.258  -0.3046
6 F 2.858 2.212 -1.708  -0.4696
7 F 3.148 4.309 -3.371  -0.2505
8 F 4.902 2.706 -0.684  -0.3226
9 C 0.866 -1.171 0.398  -0.3937
10 O 0.893 -0.004 -0.412  -0.2560
11 O 2.214 -1.571 0.366  -0.3084
12 C -0.092 -0.911 1.752  -0.5069
13 F -1.416 -0.920 1.460  0.1196
14 F 0.115 -1.937 2.557  0.1362
15 F 0.262 0.211 2.430  0.1287
16 C -0.352 0.579 -0.859  -0.1900
17 C -0.280 1.643 -2.007  -0.0287
18 H 0.190 1.273 -2.919  0.0666
19 H -1.231 2.072 -2.322  0.0546
20 H 0.415 2.463 -1.826  0.0745
21 H -0.820 1.049 0.006  0.0872
22 H -1.002 -0.179 -1.295  0.1137
23 H 0.287 -1.895 -0.176  0.1390
24 C 4.302 -5.389 3.417  -0.0344
25 C 3.388 -6.016 2.469  -0.3552
26 C 2.655 -4.987 1.511  -0.0426
27 O 2.865 -5.690 0.277  0.0777
28 C 3.505 -6.857 0.487  -0.5839
29 O 3.688 -7.810 -0.288  0.1043
30 O 3.955 -6.953 1.665  0.1370
31 H 5.183 -4.892 3.012  0.0990
32 H 4.634 -6.070 4.201  0.0901
33 H 3.939 -4.546 4.004  0.0849
34 H 2.596 -6.577 2.965  0.1574
35 H 3.028 -3.964 1.566  0.1150
36 H 1.592 -4.886 1.731  0.1261
37 C 1.385 -1.275 -7.026  0.0078
38 C 0.854 -1.512 -5.581  -0.2862
39 C 1.186 -2.762 -4.806  -0.0775
40 O 1.628 -2.364 -3.508  0.1173
41 C 1.918 -1.066 -3.537  -0.5218
42 O 2.599 -0.385 -2.758  0.0129
43 O 1.457 -0.635 -4.661  0.1008
44 H 2.407 -1.628 -7.163  0.0851
45 H 1.413 -0.225 -7.317  0.0915
46 H 0.791 -1.878 -7.712  0.0851
47 H -0.212 -1.287 -5.539  0.1436
48 H 1.879 -3.389 -5.366  0.1439
49 H 0.206 -3.240 -4.779  0.1373
50 C -3.104 2.034 0.951  -0.0252
51 C -3.210 2.427 -0.533  -0.2403
52 C -4.653 2.920 -0.942  -0.0158
53 O -4.463 4.393 -1.041  0.0561
54 C -3.201 4.791 -0.823  -0.5176
55 O -2.798 5.951 -1.002  0.1144
56 O -2.482 3.697 -0.481  0.0356
57 H -3.207 0.949 0.970  0.0737
58 H -3.874 2.400 1.631  0.0901
59 H -2.200 2.297 1.500  0.0625
60 H -2.761 1.702 -1.211  0.1024
61 H -5.494 2.770 -0.265  0.1315
62 H -4.778 2.417 -1.901  0.1029
63 C 1.186 5.692 3.737  -0.0253
64 C 0.764 4.200 3.510  -0.2598
65 C -0.263 4.205 2.394  -0.1049
66 O 0.278 3.283 1.470  0.0627
67 C 1.563 2.999 1.786  -0.4884
68 O 2.261 2.324 1.026  0.0523
69 O 1.935 3.710 2.853  0.0989
70 H 1.745 6.132 2.911  0.0957
71 H 1.964 5.772 4.497  0.0795
72 H 0.320 6.283 4.033  0.0887
73 H 0.540 3.773 4.488  0.1584
74 H -0.274 5.154 1.858  0.1419
75 H -1.272 4.080 2.787  0.1377
76 C 0.849 -1.613 5.636  -0.0137
77 C -0.504 -2.369 5.670  -0.3510
78 C -0.532 -3.669 6.578  -0.0620
79 O -1.401 -3.348 7.662  0.0690
80 C -1.885 -2.106 7.522  -0.4353
81 O -2.541 -1.475 8.376  0.1082
82 O -1.425 -1.565 6.286  0.0410
83 H 1.743 -2.193 5.407  0.0829
84 H 0.921 -1.047 6.565  0.0877
85 H 0.777 -0.690 5.061  0.0668
86 H -0.886 -2.615 4.679  0.1293
87 H 0.435 -3.934 7.005  0.1347
88 H -0.978 -4.307 5.814  0.1278
89 C -4.142 -0.684 -3.039  0.0040
90 C -3.788 0.188 -4.222  -0.3447
91 C -4.787 0.344 -5.303  -0.1694
92 O -4.619 1.647 -5.640  0.0817
93 C -3.688 2.263 -4.787  -0.4717
94 O -3.266 3.449 -4.960  0.1102
95 O -3.341 1.442 -3.870  0.1061
96 H -3.327 -1.235 -2.572  0.0813
97 H -4.900 -1.414 -3.324  0.0870
98 H -4.726 -0.300 -2.202  0.0866
99 H -2.940 -0.176 -4.802  0.1562
100 H -5.808 0.130 -4.987  0.1362
101 H -4.689 -0.363 -6.127  0.1446

=====

Entry 3:
ORCA calculation (ωB97M-V/def2-TZVPD) on a structure of composition C28H42BN6OS3V.

Properties
* LUMO (alpha / beta): -3.156 / -3.028 eV
* net charge: +1
* multiplicity: 2
* highest occupied orbital energy (alpha / beta): -10.7 / -10.8 eV

Each line ends with the Löwdin spin population.
Element x y z (Å)
1 V 0.000 0.320 -3.908  1.0604
2 C 4.778 -0.479 -2.424  0.0002
3 C 3.519 -0.758 -1.661  0.0007
4 C 3.469 -1.641 -0.627  -0.0015
5 C 2.256 -1.887 0.042  0.0013
6 N 1.154 -1.265 -0.305  -0.0018
7 N 1.193 -0.404 -1.320  0.0022
8 B -0.132 0.354 -1.779  -0.0272
9 N -1.499 -0.256 -1.262  -0.0029
10 N -1.631 -0.545 0.063  -0.0009
11 C -2.789 -0.961 0.496  -0.0002
12 C -3.904 -1.068 -0.376  0.0000
13 C -3.794 -0.773 -1.687  -0.0002
14 C -4.952 -0.863 -2.634  0.0000
15 C -2.505 -0.361 -2.149  0.0058
16 S -2.317 0.019 -3.810  0.0077
17 C -2.970 -1.365 1.956  -0.0001
18 C -4.047 -0.471 2.590  0.0000
19 C -3.426 -2.833 1.987  0.0000
20 C -1.685 -1.244 2.761  0.0000
21 N -0.005 1.875 -1.356  -0.0025
22 N 0.315 2.023 -0.057  -0.0014
23 C 0.576 3.218 0.404  0.0003
24 C 0.497 4.345 -0.442  0.0001
25 C 0.145 4.212 -1.745  0.0003
26 C 0.063 5.382 -2.674  -0.0005
27 C -0.100 2.895 -2.229  0.0010
28 S -0.471 2.652 -3.889  -0.0056
29 C 0.964 3.304 1.879  0.0000
30 C -0.266 2.931 2.711  0.0000
31 C 1.419 4.711 2.263  0.0000
32 C 2.101 2.308 2.151  0.0000
33 C 2.303 -0.132 -2.026  0.0022
34 S 2.206 0.976 -3.354  -0.0006
35 C 2.129 -2.859 1.212  0.0001
36 C 1.809 -2.039 2.473  0.0001
37 C 3.426 -3.633 1.444  0.0000
38 C 1.006 -3.860 0.904  0.0001
39 H 5.613 -1.039 -2.007  0.0000
40 H 5.020 0.585 -2.404  0.0001
41 H 4.651 -0.750 -3.473  0.0000
42 H 4.364 -2.175 -0.338  -0.0001
43 H -4.857 -1.403 0.015  0.0000
44 H -5.833 -1.249 -2.123  0.0000
45 H -4.717 -1.511 -3.480  0.0000
46 H -5.185 0.120 -3.048  0.0000
47 H -5.017 -0.567 2.096  0.0000
48 H -3.750 0.581 2.560  0.0000
49 H -4.184 -0.755 3.635  0.0000
50 H -4.385 -2.980 1.484  0.0000
51 H -3.545 -3.156 3.024  0.0000
52 H -2.686 -3.483 1.511  0.0000
53 H -1.277 -0.239 2.719  0.0000
54 H -0.926 -1.928 2.390  0.0000
55 H -1.892 -1.491 3.805  0.0000
56 H 0.726 5.328 -0.053  0.0000
57 H 0.275 6.309 -2.145  0.0000
58 H -0.928 5.448 -3.126  -0.0001
59 H 0.775 5.266 -3.493  -0.0002
60 H -1.084 3.638 2.543  0.0000
61 H -0.019 2.941 3.775  0.0000
62 H -0.610 1.939 2.434  0.0000
63 H 0.626 5.452 2.121  0.0000
64 H 2.299 5.027 1.696  0.0000
65 H 1.689 4.722 3.320  0.0000
66 H 1.790 1.291 1.906  0.0000
67 H 2.377 2.343 3.207  0.0000
68 H 2.988 2.552 1.559  0.0000
69 H 2.681 -1.451 2.777  0.0000
70 H 1.545 -2.705 3.298  0.0000
71 H 0.980 -1.353 2.297  0.0000
72 H 4.258 -2.975 1.708  0.0000
73 H 3.711 -4.230 0.572  0.0000
74 H 3.281 -4.322 2.278  0.0000
75 H 0.093 -3.348 0.604  0.0000
76 H 0.797 -4.471 1.785  0.0000
77 H 1.303 -4.530 0.091  0.0000
78 C 0.034 -2.717 -3.816  -0.0028
79 O 0.265 -1.338 -4.116  -0.0320
80 H -1.024 -2.942 -3.939  -0.0008
81 H 0.329 -2.915 -2.787  -0.0007
82 H 0.616 -3.345 -4.485  -0.0006

=====

Record order is preserved below.
ΔE to the lowest compared entry with this formula, charge and spin: 30.9, 618.9, 38.4 kJ/mol